ORCA calculation (the ωB97M-V functional and the def2-TZVPD basis) on a molecular structure, C47H45CaGeIN10O2Se in a non-equilibrium geometry.

The calculation puts the HOMO energy at -7.534 eV. The HOMO-LUMO gap comes out at 6.182 eV. The value obtained for the energy relative to the best compared isomer or geometry (same formula, charge and spin) is 326.07 kJ/mol. The value obtained for the LUMO energy is -1.351 eV.

Positions of all 108 atoms, in Å:
Ca: 0.714 -1.101 -0.523
C: -1.768 -5.158 -0.046
C: -2.406 -4.138 -0.936
N: -3.550 -4.435 -1.504
C: -4.143 -3.514 -2.290
C: -3.575 -2.305 -2.599
C: -4.355 -1.349 -3.460
O: -4.554 -0.082 -2.820
C: -2.322 -1.963 -2.022
C: -1.721 -0.716 -2.521
N: -0.707 -0.027 -2.120
C: -0.384 1.140 -2.912
C: -1.398 1.865 -3.546
C: -1.083 2.906 -4.406
C: 0.245 3.225 -4.654
C: 1.242 2.552 -3.965
C: 0.949 1.549 -3.060
I: 4.196 0.623 -3.287
C: -1.752 -2.870 -1.106
O: -0.662 -2.655 -0.454
H: -2.301 -6.099 -0.160
H: -1.815 -4.847 1.002
H: -0.710 -5.289 -0.274
H: -5.113 -3.780 -2.697
H: -5.318 -1.802 -3.708
H: -3.853 -1.127 -4.404
H: -4.725 -0.271 -1.890
H: -2.222 -0.363 -3.419
H: -2.438 1.618 -3.364
H: -1.874 3.463 -4.890
H: 0.498 4.013 -5.354
H: 2.281 2.818 -4.127
C: -0.734 2.330 2.083
C: -0.334 2.051 3.395
C: 0.510 0.996 3.640
C: 0.951 0.184 2.576
N: 0.591 0.485 1.321
C: -0.229 1.530 1.088
N: 1.696 -0.928 2.949
C: 2.201 -1.853 2.186
N: 2.316 -1.958 0.830
C: 2.825 -3.202 0.505
N: 3.051 -3.762 -0.629
C: 2.741 -3.346 -1.933
C: 3.326 -4.144 -2.927
C: 3.053 -3.905 -4.254
C: 2.189 -2.870 -4.593
C: 1.664 -2.116 -3.568
N: 1.932 -2.327 -2.272
C: 3.129 -3.924 1.777
C: 3.635 -5.188 2.013
C: 3.766 -5.581 3.340
C: 3.390 -4.735 4.385
C: 2.871 -3.470 4.132
C: 2.757 -3.089 2.809
H: -1.396 3.151 1.844
H: -0.688 2.657 4.220
H: 0.832 0.735 4.638
H: -0.483 1.709 0.047
H: 3.974 -4.948 -2.612
H: 3.501 -4.523 -5.022
H: 1.931 -2.643 -5.617
H: 1.009 -1.278 -3.781
H: 3.912 -5.837 1.193
H: 4.160 -6.562 3.573
H: 3.503 -5.076 5.407
H: 2.564 -2.806 4.930
N: -7.267 4.097 6.887
C: -6.635 3.427 6.200
C: -5.840 2.588 5.334
C: -5.623 1.255 5.667
C: -4.864 0.452 4.834
C: -4.310 0.988 3.678
C: -4.517 2.322 3.347
C: -5.292 3.119 4.172
N: -3.522 0.171 2.837
C: -2.667 -0.840 3.236
C: -2.104 -1.318 2.096
N: -2.592 -0.640 1.000
C: -3.434 0.233 1.474
H: -6.058 0.847 6.569
H: -4.716 -0.593 5.069
H: -4.057 2.739 2.462
H: -5.459 4.159 3.925
H: -2.513 -1.080 4.273
H: -1.370 -2.101 1.989
H: -4.023 0.938 0.907
C: 5.085 4.280 -0.697
Ge: 3.279 4.531 -1.363
C: 2.436 5.991 -0.385
C: 3.376 5.027 -3.234
C: 2.054 3.047 -0.913
Se: 2.340 1.184 -1.402
C: 3.907 1.071 -0.148
H: 5.635 5.203 -0.892
H: 5.598 3.466 -1.210
H: 5.103 4.091 0.376
H: 3.019 6.907 -0.497
H: 2.367 5.761 0.680
H: 1.430 6.178 -0.764
H: 3.999 5.921 -3.300
H: 2.392 5.264 -3.638
H: 3.839 4.250 -3.840
H: 1.057 3.313 -1.265
H: 2.039 3.008 0.181
H: 4.676 1.778 -0.440
H: 4.251 0.042 -0.202
H: 3.490 1.282 0.838


ORCA calculation (the ωB97M-V functional and the def2-TZVPD basis) on a molecular structure, C47H45CoN2O2PSb in a non-equilibrium geometry.

The calculation puts the HOMO energy (spin up / spin down) at -1.856 / -1.854 eV. The charge is -1. The spin multiplicity is 4. The HOMO-LUMO gap (spin up / spin down) comes out at 4.105 / 4.094 eV. The expectation value of S² is 3.78. The value obtained for the LUMO energy (spin up / spin down) is 2.249 / 2.240 eV.

Positions of all 99 atoms, in Å:
Co: 10.017 13.711 9.995
O: 14.040 16.881 10.865
C: 12.982 16.062 10.628
O: 11.900 16.497 10.231
C: 13.351 14.541 10.823
P: 12.181 13.276 10.031
C: 12.490 11.604 10.796
C: 12.664 10.436 10.026
C: 12.919 9.190 10.620
C: 12.991 9.077 12.016
C: 12.770 10.227 12.754
C: 12.479 11.499 12.164
C: 13.117 13.074 8.452
C: 14.386 12.489 8.412
C: 15.046 12.440 7.189
C: 14.456 12.903 6.007
C: 13.220 13.521 6.078
C: 12.571 13.664 7.300
H: 13.370 14.259 11.882
H: 14.381 14.394 10.391
H: 12.666 10.484 8.923
H: 13.144 8.317 10.030
H: 13.275 8.187 12.535
H: 12.703 10.156 13.869
H: 12.390 12.406 12.727
H: 14.855 12.048 9.299
H: 15.976 11.875 7.142
H: 14.959 12.723 5.063
H: 12.802 13.875 5.115
H: 11.623 14.180 7.372
C: 16.323 22.906 10.945
C: 15.357 22.566 11.888
C: 14.684 21.324 11.838
C: 14.874 20.514 10.777
C: 15.825 20.804 9.803
C: 16.568 22.005 9.904
Sb: 13.297 18.932 10.445
C: 11.231 19.708 10.758
C: 10.914 20.788 9.949
C: 9.784 21.578 10.253
C: 8.991 21.256 11.319
C: 9.258 20.093 12.072
C: 10.409 19.346 11.800
C: 13.172 18.567 8.348
C: 14.383 18.604 7.608
C: 14.395 18.982 6.298
C: 13.196 19.270 5.596
C: 12.038 18.945 6.265
C: 11.977 18.720 7.638
H: 16.769 23.874 10.979
H: 15.157 23.259 12.690
H: 14.008 21.070 12.688
H: 15.983 20.103 8.991
H: 17.314 22.248 9.127
H: 11.514 21.085 9.064
H: 9.634 22.514 9.758
H: 8.076 21.832 11.528
H: 8.549 19.698 12.840
H: 10.732 18.559 12.480
H: 15.296 18.199 8.098
H: 15.373 19.097 5.784
H: 13.199 19.554 4.546
H: 11.121 18.961 5.663
H: 11.011 18.620 8.115
N: 9.087 13.314 7.551
C: 8.883 12.069 8.081
C: 8.434 10.929 7.409
C: 8.124 9.784 8.160
C: 8.336 9.806 9.558
C: 8.922 10.932 10.139
N: 9.174 12.075 9.425
H: 8.789 13.615 6.629
H: 9.406 13.955 8.294
H: 8.340 10.945 6.319
H: 7.738 8.841 7.759
H: 8.305 8.820 10.074
H: 9.314 10.962 11.182
C: 6.515 14.007 10.178
C: 7.357 15.004 10.997
C: 7.205 14.727 12.493
C: 8.889 14.908 10.737
C: 6.898 16.455 10.731
C: 7.030 17.014 9.446
C: 6.404 18.190 9.108
C: 5.749 18.956 10.073
C: 5.773 18.498 11.358
C: 6.233 17.203 11.704
H: 6.822 12.946 10.217
H: 6.401 14.381 9.144
H: 5.504 14.095 10.610
H: 7.503 13.665 12.652
H: 6.169 14.857 12.857
H: 7.837 15.335 13.105
H: 9.377 15.930 10.733
H: 7.609 16.476 8.722
H: 6.364 18.513 8.076
H: 5.346 19.940 9.840
H: 5.356 19.112 12.108
H: 6.008 16.828 12.710


Which formula does entry 2 have? C47H45CoN2O2PSb


Number 1 is which compound? C47H45CaGeIN10O2Se